Entry 1:
Below is C4H7NO in the gas phase, with properties calculated with ωB97M-V/def2-TZVPD.

Computed properties:
E_LUMO (alpha / beta) ... -0.26 / -0.15 eV
Frontier orbital gap (alpha / beta) ... 7.350 / 7.494 eV
2S+1 ... 1
HOMO level (alpha / beta) ... -0.27949 / -0.28084 Eh

Structure (XYZ):
```
13
Properties=species:S:1:pos:R:3:forces:R:3
C 1.6388 0.4003 0.0571 0.27 -0.34 -0.08
N 0.2312 0.1243 -0.3360 -0.03 0.47 0.54
C -0.3702 1.2589 -0.6022 -0.36 0.20 -0.10
C -0.3169 -1.0786 0.0160 -0.01 0.05 0.20
C -1.6897 -1.1949 0.4075 0.09 0.07 -0.11
O -2.1952 -2.1900 0.9063 0.10 0.06 -0.22
H 2.0536 1.2376 -0.5132 -0.17 -0.37 -0.06
H 2.2591 -0.4824 -0.0363 0.03 -0.14 -0.07
H 1.5690 0.7109 1.1053 0.23 -0.23 -0.23
H -1.4020 1.3998 -0.3472 -0.33 -0.09 -0.62
H 0.2254 2.0582 -1.0118 -0.01 0.13 0.43
H 0.3262 -1.9497 0.0607 0.15 0.37 0.26
H -2.3098 -0.2799 0.2722 0.04 -0.18 0.07
```
Positions in Å, forces in eV/Å.

Results of the Löwdin charge analysis, in e, for atoms 1 through 5: C -0.02; N -0.23; C 0.02; C -0.08; C -0.32

---

Entry 2:
Below is 2 unconnected molecules or ions with the total composition C2H3ClO2S, with properties calculated with ωB97M-V/def2-TZVPD.

Computed properties:
SMILES ... C=C=O.OSCl
E_LUMO ... -0.21 eV
Frontier orbital gap ... 9.185 eV
2S+1 ... 1
HOMO level ... -0.34531 Eh

Structure (XYZ):
```
9
Properties=species:S:1:pos:R:3:forces:R:3
C 0.1257 1.6679 -1.0339 -1.90 0.33 0.05
C 0.7474 2.2244 -0.0622 0.52 0.16 0.38
O 1.3211 2.7368 0.7896 0.43 0.49 0.77
H 0.4909 1.0024 -1.7077 1.85 -1.60 -1.62
H -0.9291 1.6955 -1.1320 -0.89 0.57 0.41
O -1.0528 -1.5327 0.9613 0.30 -0.27 -0.39
S 0.3944 -1.9778 0.2639 -1.32 -0.91 1.09
Cl 0.7429 -3.7878 1.2871 -0.04 0.97 -0.61
H -1.8406 -2.0286 0.6340 1.07 0.26 -0.09
```
Positions in Å, forces in eV/Å.

Results of the Löwdin charge analysis, in e, for atoms 1 through 5: C 0.00; C -0.28; O 0.19; H 0.03; H 0.06

---

Energy relative to the best compared isomer or geometry (same formula, charge and spin)
In order: 3.4579, 1.5280
Unit: eV